102
Properties=species:S:1:pos:R:3:forces:R:3 method="wB97M-V/def2-TZVPD" total_charge=0 e_homo_ev=-9.530 orbital_gap_ha=0.359 e_tot_ev=-119375.75166
H -2.897806 -8.106414 3.667784 -0.09 -0.18 -0.39
C -0.388486 -1.054704 -0.353456 -1.43 -0.40 1.02
H -2.441416 -7.379964 -0.167146 0.36 0.10 -0.07
H 10.430264 -1.907934 -2.682656 0.13 0.66 -0.10
H 0.345764 -1.738094 -0.780026 -0.07 0.10 0.06
Cl -10.194496 -2.721514 -1.974766 1.06 -0.82 -0.10
H 4.800464 0.262256 6.962074 -0.19 0.52 -0.12
H -6.224676 7.974116 -1.973346 -0.25 0.60 0.27
H 2.055484 3.398346 -7.688806 0.01 -0.63 0.34
H -9.682356 -5.502724 -1.242116 0.32 -0.40 -0.04
O -2.468886 -5.678724 -8.898586 0.32 1.18 0.57
C 5.485044 -0.843074 5.329924 -0.22 0.63 -1.46
O 1.127864 0.673216 -0.298466 1.23 1.35 1.15
H -2.215206 1.101336 -0.486686 0.16 -0.02 -0.16
H 8.994694 -2.581394 -3.333636 -0.31 0.33 -0.26
C -3.880346 -3.657094 -8.487736 -0.41 -0.50 0.53
Cl -9.741596 -4.511524 0.777734 0.47 0.35 0.21
H -5.820006 6.932586 0.419584 -0.06 -1.01 -1.10
C -2.632866 -4.456454 -8.108336 0.23 -0.06 -0.34
H 4.651024 4.766256 -4.449436 -0.02 -0.18 -0.04
H -1.403366 -1.385754 -0.573746 -0.03 -0.16 -0.46
H 4.333314 5.244086 -7.365696 0.00 0.16 -0.05
C 3.071734 6.956416 3.487954 -0.01 -0.39 -2.12
H -7.927846 -3.047604 -1.283406 -0.36 0.34 0.30
H 6.040534 0.001136 4.921464 0.29 -0.05 -0.08
O -3.802586 -8.833154 1.347094 -1.06 -0.38 -0.24
C -0.153106 0.363466 -0.755956 0.12 -0.33 -2.26
H 1.814694 0.421116 -0.920016 -0.24 -0.06 -0.09
H -8.171436 -3.960844 -2.658576 -0.82 -0.55 -0.21
H -1.275636 -7.732744 3.038234 0.08 0.17 0.42
H -3.408256 -5.464314 -6.395136 0.04 -0.14 0.22
H 9.552014 -1.020954 -4.053466 0.69 -0.58 -0.40
H -4.717936 -4.354614 -8.483736 -0.30 0.00 -0.17
C 3.608654 7.213996 4.875474 -1.00 -0.44 -0.38
H 2.603304 -1.648994 6.169584 0.17 0.00 -0.22
H -3.879696 -3.100834 -9.425116 0.38 -0.33 -0.10
Cl 1.366904 7.482866 3.232134 0.13 0.13 0.54
C -1.181256 1.388076 -0.294776 0.69 -0.38 1.26
C -6.725376 7.427236 0.067844 -0.69 -0.85 0.98
N -0.540256 3.762156 8.180314 1.15 -0.67 0.43
C -1.798706 -8.147384 0.264234 0.64 -0.13 0.77
H -0.365956 -1.085834 0.735864 0.40 -0.22 0.17
H 3.384814 8.266436 5.049694 0.84 0.07 0.37
O -1.737916 4.687546 9.810974 2.23 -1.43 0.07
H -1.013136 1.381946 0.782164 -0.47 0.05 0.40
H -1.985986 -9.662654 1.712394 0.29 -0.07 0.41
H 0.289524 4.086886 11.392504 0.26 0.51 -0.38
H 3.743444 2.919226 -5.844826 0.59 -0.18 -0.55
C 2.114504 3.944326 -6.747256 0.93 0.83 -0.32
H 2.938334 4.389326 -4.121806 0.06 -0.16 0.04
H 5.149974 -1.426214 4.472144 -0.35 0.02 -0.20
C 8.583634 -0.702284 -2.285236 -0.03 -3.92 -0.58
C 3.452224 -1.337714 6.778314 -0.30 0.04 1.13
H 3.194684 0.282106 4.630624 -0.04 -0.11 -0.15
C 0.264514 3.442986 10.513384 -0.67 0.63 -0.01
H 1.369944 3.656156 -6.005166 0.21 -0.52 -0.08
Cl -8.127126 6.479956 0.885914 1.15 1.05 -0.37
H 1.253074 3.319926 10.070994 -0.05 -0.30 0.27
C -2.596576 -4.772434 -6.620006 -0.64 0.06 -0.16
C 9.486364 -1.626204 -3.149326 -1.48 0.29 -0.11
H -1.789666 -3.783104 -8.262346 0.40 -0.38 -0.60
H -6.494706 8.335766 0.624144 -1.27 0.72 -0.45
H -0.995776 2.432156 -0.546906 0.13 -0.25 -0.64
C -8.674486 -3.707344 -1.725426 0.50 0.26 1.80
H 3.927404 -2.219284 7.208594 0.56 -0.13 -0.59
H 3.073384 5.963776 3.037674 0.12 -0.50 1.12
H -2.616946 -6.746434 2.518134 -0.26 -0.03 0.08
C -2.411866 -8.678044 1.519354 -1.44 0.33 1.79
H 3.048334 -0.898544 7.690504 -0.51 0.24 -0.11
H 0.240524 3.166076 7.945424 -0.39 0.09 -0.55
Cl -7.119916 5.924046 -2.213466 -0.12 -0.27 0.12
H 6.189304 -1.520914 5.812264 -0.30 0.31 0.73
C 4.327064 -0.257194 6.128904 -0.03 -1.77 1.28
H -8.043406 -5.544774 -0.549606 0.08 0.42 -0.01
H -0.064516 0.340456 -1.842116 -0.49 0.32 -0.43
H 8.751004 0.541156 -0.836046 0.55 0.36 0.11
Cl 5.330324 6.714236 4.983544 -0.55 0.48 -0.03
N 9.292324 0.103856 -1.568056 1.68 2.55 1.89
C -0.724606 4.012246 9.496214 -2.97 1.73 0.73
C -7.053936 7.529626 -1.423016 0.94 -0.43 0.30
H -3.311016 -5.942674 -9.276406 -0.15 0.18 0.08
H 10.298974 0.023566 -1.550616 -0.36 0.31 0.23
H 1.769604 4.927096 -7.068656 0.35 0.56 0.22
H -0.155006 2.553316 10.983034 0.16 -0.48 -0.65
H -8.018876 7.993076 -1.628406 0.31 0.18 0.25
H 3.043374 6.637986 5.608124 0.19 -0.02 -0.01
H 3.614764 7.460696 2.688634 0.28 0.66 0.52
H -1.647086 -5.173744 -6.265726 -0.06 -0.10 -0.26
C 3.579324 3.949916 -6.159216 -1.86 -0.17 1.00
O 3.432834 0.641296 5.488454 0.92 0.33 -0.21
H -4.112146 -2.940274 -7.700006 0.12 0.09 0.02
H 3.363684 5.785906 -5.067566 0.00 0.22 -0.03
O 4.584074 4.378626 -7.034476 0.04 -0.41 -0.53
C 3.644894 4.751796 -4.868456 -0.30 0.50 0.01
O 7.392124 -0.822854 -2.112456 -0.88 0.00 -0.78
H -2.795086 -3.840074 -6.091416 0.08 -0.01 0.21
H -0.825676 -7.801994 0.613544 0.24 0.46 -0.75
H -1.645076 -9.001734 -0.394996 -0.03 0.29 -0.39
H -1.294746 3.982706 7.546134 0.31 -0.07 0.08
C -2.338386 -7.762434 2.797834 1.37 -0.45 -1.53
C -8.913766 -4.916384 -0.738556 -1.24 0.40 -1.94
H -3.963086 -9.366874 0.565434 -0.10 -0.09 -0.11

=====

15
Properties=species:S:1:pos:R:3:forces:R:3 method="wB97M-V/def2-TZVPD" total_charge=0 e_homo_ev=-10.677 orbital_gap_ha=0.308 e_tot_ev=-51223.39282
Cl 0.953526 1.593584 -1.315701 -0.48 -0.16 0.48
H -2.804827 -0.769760 0.586467 -0.90 -0.41 0.92
O -3.182535 1.565816 0.555531 -0.64 -0.92 0.62
H 3.128334 0.350465 0.153167 -0.32 0.60 2.99
C -1.758279 -0.649443 0.569319 1.67 0.47 -0.88
O -2.071834 2.383334 -1.016413 1.10 1.17 -2.28
C 0.066161 0.452682 -0.390538 1.99 -0.51 -1.24
Cl 3.016994 0.708430 1.576009 0.36 -0.35 -2.44
N -2.239003 1.540265 -0.204534 -0.15 0.70 1.56
S -0.567634 -1.844759 0.679593 -1.38 0.06 0.08
C -1.241339 0.509565 0.013905 -2.42 -0.68 0.61
O 2.676483 -0.877299 -0.798524 -0.31 -0.21 -0.87
O 1.785396 -2.661470 0.039329 -0.31 1.30 -0.85
C 0.535597 -0.821398 -0.100407 -1.42 0.51 0.41
N 1.702959 -1.480012 -0.347204 3.23 -1.57 0.88

=====

143
Properties=species:S:1:pos:R:3:forces:R:3 method="wB97M-V/def2-TZVPD" total_charge=0 e_homo_ev=-10.221 orbital_gap_ha=0.359 e_tot_ev=-167454.88494
O 1.148282 4.373732 7.247033 -0.07 0.07 0.00
C 1.751442 -3.553380 -4.413939 0.05 -0.02 0.08
H -4.062970 5.418489 0.024843 -0.01 0.16 0.02
O -0.786081 -6.387976 0.875199 0.18 -0.15 -0.05
H 2.211891 3.967379 3.530391 0.18 -0.24 -0.06
O 7.443826 1.153137 -0.238687 0.01 -0.07 0.00
O 8.676662 2.442137 -1.615824 0.00 0.08 -0.07
H -4.401963 -0.486017 1.760865 -0.02 -0.04 0.09
O -4.214369 10.133470 -2.408898 0.04 -0.01 0.05
O 3.021820 7.299067 4.878008 0.01 0.02 0.07
H 3.359176 -7.066945 -10.221708 0.07 0.05 0.07
C 2.926896 -0.250803 1.480785 -0.15 -0.19 0.71
C 7.013791 -0.210415 -0.284626 -0.06 0.00 0.13
H -2.865874 3.944257 2.437453 0.04 -0.01 0.05
H 2.724912 -3.624128 -0.208003 -0.34 -0.17 0.10
C -0.739715 3.310443 -1.627446 0.26 0.37 -0.34
O -7.133530 -0.242541 2.126929 -0.14 -0.15 -0.14
H -0.639112 -0.408403 1.331701 0.06 0.03 0.02
H 1.288944 3.349983 -2.270439 0.00 0.05 -0.04
H 2.139422 0.632542 7.041891 0.01 0.00 -0.09
H 0.113975 -2.218957 2.775886 0.05 0.09 0.00
C -5.190345 -0.968802 1.182287 0.14 -0.09 -0.10
H 4.252485 2.586745 5.975600 0.05 -0.07 -0.11
C -6.137558 -6.977806 -1.532435 -0.16 -0.01 -0.03
C 0.590128 3.975954 2.090009 0.09 -0.15 0.04
H 3.687391 1.048533 7.819075 -0.01 0.13 0.10
H 2.135726 7.812887 6.684649 -0.05 -0.12 -0.12
O 3.019260 9.344895 3.998533 -0.23 -0.04 -0.05
H 2.479888 0.077450 2.419320 0.01 0.20 -0.08
F -4.630498 7.577443 -0.134576 -0.14 0.16 0.00
H 1.315646 9.535677 5.122166 -0.01 0.09 0.06
H -7.520945 -8.042947 -0.253274 0.01 -0.01 -0.14
O 2.209692 2.505145 7.923356 0.04 -0.06 -0.01
O -1.568399 3.466414 -0.460446 -0.52 -0.23 -0.28
F 0.310268 -1.800073 -5.155127 0.03 -0.04 -0.07
H 6.042756 -0.272552 -0.777518 0.01 -0.06 -0.05
C 2.729423 -7.514146 -9.450135 -0.07 -0.10 0.10
H -1.076411 4.024728 -2.381396 -0.03 0.04 0.08
O 3.088869 2.638308 0.021918 -0.14 0.07 -0.03
O 0.698979 -7.991446 -10.386594 0.05 0.07 0.01
F 3.248150 1.247532 4.886102 -0.06 0.03 0.02
O -7.502144 -4.173995 -0.235429 0.01 0.11 0.09
Cl 3.190269 -2.451939 3.141236 -0.05 0.01 0.07
C 2.854369 8.205129 5.970984 -0.05 -0.06 0.09
H 6.937406 -0.624940 0.715445 0.06 0.12 0.05
O 2.247224 -3.298567 -0.981330 0.68 0.17 0.11
F 2.829428 10.590094 5.876243 0.07 -0.03 -0.04
H -0.639884 -1.452365 -0.053578 0.06 0.13 -0.13
C 2.856639 1.431720 7.234094 0.06 -0.05 0.09
C 1.803282 3.419392 7.011191 -0.03 -0.11 -0.04
H 2.507609 -2.995403 -4.967432 -0.07 0.07 -0.06
H -1.350296 -3.630748 0.494228 -0.09 0.20 -0.07
O 2.611825 -8.900930 -9.701004 0.11 0.08 -0.21
C -0.002521 -2.455068 1.718838 0.02 -0.06 -0.55
C -0.647145 -8.657038 0.609753 -0.03 0.01 0.14
O 0.615976 -6.042757 -6.439732 -0.02 -0.03 -0.10
H 0.508834 -7.515054 2.032989 -0.03 -0.10 0.01
Si 1.457640 2.345771 -0.073987 -0.31 0.38 -0.49
H -4.763945 -1.777148 0.596120 -0.07 0.08 -0.15
C -1.216332 -3.342203 1.542291 0.17 -0.30 0.66
H -2.987471 -3.385519 2.332512 -0.06 0.07 -0.04
O 2.273434 3.082777 5.773754 0.20 0.10 0.14
H -1.033937 -4.269838 2.091434 -0.05 0.00 -0.01
H 1.025750 -7.263664 0.346962 -0.10 0.11 -0.09
H -5.850627 -8.017917 0.367609 0.03 0.17 0.12
O -2.364543 -2.696131 2.081267 -0.08 0.01 -0.19
C -7.125682 -5.275622 -0.451483 -0.07 -0.12 -0.04
C -0.059673 -1.194507 0.840635 -0.17 0.02 0.38
C 0.736580 3.522668 -1.340560 0.03 -0.22 0.25
C -2.022696 -6.919451 0.981376 0.02 0.06 0.08
C 1.286274 -7.057786 -9.469201 -0.10 0.07 -0.02
O 1.200006 -10.102239 -10.990840 -0.03 -0.10 0.00
C 3.690699 -1.486588 1.728687 0.99 -0.26 -0.68
C -2.106968 4.688277 -0.269228 0.51 0.77 -0.15
H -2.671603 9.571182 -1.132913 0.01 0.03 -0.16
C 2.395182 9.463312 5.263589 0.13 0.00 -0.03
H -4.142690 5.191300 2.414509 -0.03 -0.23 0.09
C 8.245542 1.387821 -1.305828 -0.15 -0.07 -0.01
O 8.490655 0.217670 -1.968296 0.21 -0.03 0.14
F 3.322870 -7.322871 -8.247211 -0.04 -0.06 0.01
H 1.840597 5.530257 2.873067 0.06 -0.01 -0.01
C -5.285787 9.437296 -2.861197 0.01 0.02 0.15
H 1.185047 1.965781 2.377102 0.06 -0.18 -0.12
O -5.828651 -0.005386 0.337469 0.03 -0.05 0.04
H 3.372236 3.312781 -0.603409 0.23 -0.06 0.07
H 0.896810 4.560996 -1.042060 0.03 0.02 -0.04
B 2.369295 -1.912954 -1.114484 -0.02 0.02 -0.12
H 2.726196 4.412355 1.869949 0.07 -0.18 0.04
H 3.814678 8.367887 6.462324 0.00 0.10 -0.01
H -0.659450 -8.876289 -0.458887 0.03 -0.09 0.01
O 0.074083 -3.914177 -5.922106 -0.16 -0.09 0.17
H 0.234974 4.655246 1.312363 -0.06 -0.07 -0.08
H 3.890244 -1.904325 -2.332714 -0.21 -0.32 -0.42
H 1.155459 -6.039873 -9.825108 -0.05 -0.06 -0.16
H 0.855221 -3.068119 1.423054 0.04 -0.03 0.10
Si 1.557473 -0.552857 0.168876 -0.36 -0.37 -0.91
C 3.275993 2.101498 5.942245 -0.18 -0.05 -0.07
H 1.955248 -3.494254 -3.351772 -0.01 -0.22 0.03
O 1.244470 0.821828 -0.702715 0.29 0.01 0.85
C 1.933449 4.474584 2.612400 -0.39 0.62 0.04
H -5.068677 -6.766548 -1.592301 0.02 -0.07 -0.06
C 1.467962 -9.103064 -10.418820 -0.04 0.05 0.11
H -0.401697 -3.280888 -4.030476 -0.03 0.10 0.01
C -6.605166 -7.455935 -0.174907 0.07 -0.07 0.15
F -5.911928 -1.724858 3.325349 -0.01 0.08 -0.01
C 3.204644 8.018343 3.744244 0.02 -0.05 0.15
F 7.612745 -1.864081 -1.896493 -0.03 0.05 -0.04
C -3.426186 4.653957 0.447258 0.34 -0.79 0.34
O -5.463784 8.315004 -2.103900 0.14 -0.11 -0.15
H -2.490328 5.656519 2.117208 0.07 -0.08 0.08
C -3.754420 9.525312 -1.199053 0.10 0.05 0.03
C -6.330988 -1.407564 2.072775 -0.01 0.07 0.02
H 3.654537 0.474624 1.114102 -0.21 0.18 -0.17
O -1.953704 -8.274445 1.017943 -0.02 0.01 -0.28
O -3.023956 -6.284443 1.024718 -0.10 -0.04 0.03
H 8.957171 -1.210687 -0.575395 -0.02 -0.12 -0.04
O 4.603740 -1.890757 1.055745 -0.74 0.10 0.42
O -6.857567 -5.770379 -1.691385 0.23 0.10 0.03
O -5.960788 9.747560 -3.778907 -0.09 0.04 -0.04
C 0.174967 -7.444243 0.997110 0.08 0.03 -0.03
H -4.200986 10.032113 -0.342291 -0.04 -0.07 0.04
C 0.357613 -3.101858 -4.793983 0.08 0.03 -0.14
H -0.142822 4.028464 2.899478 -0.01 0.06 -0.01
F -6.469315 -7.834341 -2.527325 -0.06 0.04 0.02
O 3.060217 -1.429470 -2.195895 0.20 0.34 0.44
O 3.467595 7.554394 2.689854 0.12 0.08 -0.12
C -4.295203 8.118568 -1.333688 -0.01 0.02 -0.01
C -3.213358 4.854805 1.956609 -0.16 0.58 -0.26
O 1.744059 -4.919533 -4.852311 0.01 0.06 0.05
O -7.603432 1.355904 0.601519 -0.03 0.10 0.00
H -3.628860 7.426918 -1.851813 0.02 -0.08 0.12
C 0.650135 2.514331 1.593112 0.12 0.12 0.39
O -1.550284 5.710422 -0.621694 -0.42 -0.59 -0.06
H -6.921288 -2.235426 1.676000 0.02 -0.07 0.09
F -0.276410 -9.768861 1.279564 -0.05 0.04 0.07
H -0.940408 2.314956 -2.022847 0.02 -0.09 0.26
H -0.356090 2.087690 1.563119 -0.01 0.00 -0.19
C 8.091657 -0.849194 -1.132929 -0.09 0.10 -0.11
H -3.871610 3.674671 0.273550 -0.16 0.08 -0.04
C 0.798604 -5.059263 -5.804462 0.10 0.09 0.01
H 0.822769 -7.161702 -8.490052 0.11 -0.02 0.07
C -6.925536 0.464079 0.978615 0.12 0.00 0.10
O -6.892476 -6.219202 0.488039 0.02 -0.04 -0.03